(1)
DFT (wB97M-V/def2-TZVPD) results for C3H2N2O3 in the gas phase in a non-equilibrium geometry.

Structure (XYZ):
```
10
Properties=species:S:1:pos:R:3:forces:R:3
C -0.99752 -0.57730 -1.24738 -1.6029 -0.0584 -1.4991
C -0.16165 0.17600 -0.49650 0.9467 -1.0307 -1.4494
C 0.10036 0.03748 0.91894 -1.0056 -0.4993 0.0025
H -2.56257 -1.69633 -1.39230 2.6260 0.1718 2.4630
H -1.24393 -0.41560 -2.37646 1.2180 -0.0159 2.0910
N 0.95108 0.86215 -1.07467 -0.3087 0.6920 1.4869
N 1.68707 1.24034 -0.12345 -0.3178 -0.1220 -2.3621
O -1.76947 -1.54702 -0.70299 -2.2349 0.5546 -2.6169
O 1.20828 0.84374 1.08090 -0.1677 -0.4965 1.9752
O -0.47728 -0.59954 1.76023 0.8469 0.8044 -0.0909
```
Forces are in eV/Å.

Values from the calculation:
SMILES   O=C1ON=N/C1=C/O
Charge   0
Relative energy (zero: lowest compared OMol25 entry of this formula, charge and spin)   94.1 kcal per mole
Frontier orbital gap   0.34063 hartree
HOMO   -10.0 eV

***

(2)
DFT (wB97M-V/def2-TZVPD) results for 2 unconnected molecules or ions with the total composition C3H2N2O3 in a non-equilibrium geometry.

Structure (XYZ):
```
10
Properties=species:S:1:pos:R:3:forces:R:3
C -1.07838 0.52126 0.45659 -1.6966 1.7379 -2.0987
C 0.25850 1.10300 0.52995 -0.7381 2.9849 -2.1838
C -1.38180 -0.51039 1.23010 1.9761 0.1640 1.2795
N 1.61872 -1.81373 2.66575 -2.1758 0.5897 -0.5602
N 0.62183 -1.79466 2.19151 -0.9366 -1.0687 -1.0128
O 2.59349 -1.67306 3.23942 3.9753 0.0169 1.8773
O 1.22071 0.73113 1.13614 0.1244 -0.2100 0.2354
O -1.79105 -1.49324 1.66007 -2.9560 -2.9423 0.8905
H -1.89501 0.96101 -0.26627 1.6208 -0.1225 0.6264
H 0.22019 2.06608 -0.14362 0.8064 -1.1500 0.9464
```
Forces are in eV/Å.

Values from the calculation:
2S+1   3
<S²>   2.02
Charge   0
Relative energy (zero: lowest compared OMol25 entry of this formula, charge and spin)   38.1 kcal per mole
Frontier orbital gap (spin up / spin down)   0.24630 / 0.27142 hartree
HOMO (spin up / spin down)   -6.3 / -10.7 eV

***

(3)
DFT (wB97M-V/def2-TZVPD) results for C3H2N2OS in the gas phase in a non-equilibrium geometry.

Structure (XYZ):
```
9
Properties=species:S:1:pos:R:3:forces:R:3
C 1.07127 -0.19498 0.01473 -0.2525 0.5238 -0.0444
C 0.33207 0.91439 -0.02227 1.8772 -0.4487 0.0277
C 0.09003 -1.32795 -0.02067 1.0948 -0.4210 0.0238
N -1.18457 -0.74567 -0.07291 -1.4706 0.2555 -0.0865
N -1.01729 0.51194 -0.05788 -3.4789 1.2169 0.5804
O 0.30606 -2.51221 0.01252 -0.2131 0.6741 -0.0532
S -2.29842 1.71214 0.09951 2.2376 -1.9987 -0.4477
H 2.13286 -0.31781 0.06497 0.2392 0.0674 -0.0078
H 0.56799 1.96015 -0.01799 -0.0337 0.1307 0.0078
```
Forces are in eV/Å.

Values from the calculation:
Charge   0
Relative energy (zero: lowest compared OMol25 entry of this formula, charge and spin)   51.6 kcal per mole
Frontier orbital gap   0.25069 hartree
HOMO   -9.5 eV

***

(4)
DFT (wB97M-V/def2-TZVPD) results for 2 unconnected molecules or ions with the total composition C3H2N2S in a non-equilibrium geometry.

Structure (XYZ):
```
8
Properties=species:S:1:pos:R:3:forces:R:3
C 1.44383 0.09088 0.36128 0.2468 0.0110 -0.5806
C 2.26446 0.70221 -0.28364 -0.9119 -0.4556 1.4086
C -1.59721 -1.01007 -0.08457 -0.3477 -0.6279 -0.2961
N -1.12322 -2.05843 -0.04257 0.8399 -0.6778 0.4211
N -2.41479 -0.03384 -0.36184 -0.6767 3.1435 0.3479
S -2.31308 1.48362 0.13937 0.0403 -1.8801 -0.5065
H 0.69679 -0.53025 0.84237 0.6035 0.4014 -0.3055
H 3.04322 1.35590 -0.57042 0.2058 0.0856 -0.4888
```
Forces are in eV/Å.

Values from the calculation:
SMILES   N#CN=S.C#C
Charge   0
Relative energy (zero: lowest compared OMol25 entry of this formula, charge and spin)   89.5 kcal per mole
Frontier orbital gap (spin up / spin down)   0.25836 / 0.25858 hartree
HOMO (spin up / spin down)   -10.0 / -10.0 eV

***

(5)
DFT (wB97M-V/def2-TZVPD) results for C3H2N2S in the gas phase in a non-equilibrium geometry.

Structure (XYZ):
```
8
Properties=species:S:1:pos:R:3:forces:R:3
C -0.99149 -1.67671 -0.26146 1.2688 0.7824 -0.0255
C 0.35133 -1.74271 -0.18034 0.8774 -1.6021 -0.9688
C -0.89617 1.59799 0.14872 -1.3001 0.7279 0.0821
N 1.52706 -2.04183 -0.36392 0.5804 -0.5056 2.5721
N -0.46519 2.68830 -0.14123 2.0302 1.3732 1.0790
S -1.59233 0.05078 0.07314 -0.2013 0.5463 0.6676
H 2.24269 -2.47997 0.34961 -2.0332 1.3250 -2.0422
H -0.17590 3.60414 0.37548 -1.2222 -2.6471 -1.3643
```
Forces are in eV/Å.

Values from the calculation:
2S+1   3
<S²>   2.03
Charge   0
Relative energy (zero: lowest compared OMol25 entry of this formula, charge and spin)   93.9 kcal per mole
Frontier orbital gap (spin up / spin down)   0.24998 / 0.27808 hartree
HOMO (spin up / spin down)   -6.5 / -9.6 eV

***

(6)
DFT (wB97M-V/def2-TZVPD) results for C3H2N2S2 in the gas phase in a non-equilibrium geometry.

Structure (XYZ):
```
9
Properties=species:S:1:pos:R:3:forces:R:3
C -0.24672 -0.65073 -0.23170 0.3602 2.3201 -1.5630
C -0.36696 1.63538 0.11953 -0.4135 0.5074 0.3331
C 1.13332 -0.32719 0.40229 -1.4073 -0.3003 -0.4338
H -1.52431 -1.98025 -0.83676 0.9276 0.5865 -0.5648
H -0.87756 2.61898 0.23058 0.8544 -0.5508 -0.2975
N -0.51511 -1.81938 -0.63896 -1.3051 1.0705 1.4220
N -0.96873 0.70536 -0.47793 -0.0524 -2.8855 0.8983
S 1.22756 1.35849 0.89269 -0.3676 -0.5412 -0.3066
S 2.13852 -1.54066 0.54027 1.4036 -0.2068 0.5124
```
Forces are in eV/Å.

Values from the calculation:
SMILES   [H]/N=C1\N=CSC1=S
Charge   0
Relative energy (zero: lowest compared OMol25 entry of this formula, charge and spin)   21.7 kcal per mole
Frontier orbital gap   0.27876 hartree
HOMO   -8.9 eV

***

(7)
DFT (wB97M-V/def2-TZVPD) results for 2 unconnected molecules or ions with the total composition C3H2N2S3 in a non-equilibrium geometry.

Structure (XYZ):
```
10
Properties=species:S:1:pos:R:3:forces:R:3
C -1.23948 0.80972 -2.70545 0.1778 0.4335 0.5828
C 0.02873 -1.95000 2.52487 0.2685 0.1977 0.9880
C 0.85327 1.63126 -1.41868 -1.6182 -1.2306 -1.8019
N -1.44542 0.12997 -3.60319 -0.2351 -0.5206 -0.6938
N -0.02237 -1.81925 3.71045 0.0299 -0.0101 -0.1136
S 1.84433 2.34190 -0.36951 1.5149 1.0998 1.6443
S -0.89681 1.80591 -1.38883 -0.0748 0.1482 0.2056
S 0.36611 -2.05559 1.01497 -0.0489 -0.1074 -0.9743
H 1.20744 0.97841 -2.20707 0.2358 0.0389 0.0853
H -0.69580 -1.87233 4.44244 -0.2500 -0.0493 0.0774
```
Forces are in eV/Å.

Values from the calculation:
2S+1   3
<S²>   2.01
Charge   0
Relative energy (zero: lowest compared OMol25 entry of this formula, charge and spin)   6.5 kcal per mole
Frontier orbital gap (spin up / spin down)   0.28766 / 0.23919 hartree
HOMO (spin up / spin down)   -7.3 / -9.7 eV

***

(8)
DFT (wB97M-V/def2-TZVPD) results for a gas-phase ion, C3H2N3OS (charge +1) in a non-equilibrium geometry.

Structure (XYZ):
```
10
Properties=species:S:1:pos:R:3:forces:R:3
C 0.45662 -0.30652 -0.52746 0.4771 -0.2297 -1.1198
C 1.42843 0.63954 0.01897 0.0355 1.6697 2.2658
C -1.77549 -0.84240 0.35069 2.7589 -0.5410 0.1025
N -4.07663 -0.90888 0.89837 0.5020 0.0361 -0.1563
N -0.71681 -0.52873 -0.12844 -0.4249 0.3183 0.2694
N -2.99386 -0.82187 0.58308 -2.6528 0.3743 0.2130
O 2.48905 0.72701 -0.75197 0.1766 -0.5556 -0.9116
S 1.23439 1.49338 1.41514 -0.2786 -0.7720 -0.8746
H 0.79856 -0.80819 -1.43181 -0.2814 -0.2357 -0.0066
H 3.15573 1.35666 -0.42657 -0.3126 -0.0645 0.2184
```
Forces are in eV/Å.

Values from the calculation:
SMILES   N#[N+]C#[N+]/C=C(/O)[S-]
Charge   +1
Frontier orbital gap   0.22902 hartree
HOMO   -13.6 eV

***

(9)
DFT (wB97M-V/def2-TZVPD) results for a molecular structure, C3H2N4 in a non-equilibrium geometry.

Structure (XYZ):
```
9
Properties=species:S:1:pos:R:3:forces:R:3
C 0.86769 -1.14479 0.10510 2.0358 -3.3220 -0.9731
C 1.40403 1.20928 0.01149 -0.0985 -1.2361 -0.5999
C -1.18932 0.33515 0.28225 1.1735 0.5134 -0.7349
N 1.00499 -2.29446 -0.09069 -0.7263 1.8696 0.3574
N 1.91259 2.15952 -0.37067 0.5562 1.1594 0.0100
N -1.96244 -0.48586 -0.16195 1.9343 -1.2751 -0.1072
N 0.73160 0.11613 0.31042 -4.5818 1.5205 1.1582
H -1.46157 1.33591 0.38417 0.5743 1.9530 1.0641
H -1.30756 -1.23089 -0.47012 -0.8675 -1.1827 -0.1746
```
Forces are in eV/Å.

Values from the calculation:
Charge   0
Relative energy (zero: lowest compared OMol25 entry of this formula, charge and spin)   72.6 kcal per mole
Frontier orbital gap   0.35398 hartree
HOMO   -10.5 eV

***

(10)
DFT (wB97M-V/def2-TZVPD) results for C3H2N4O in the gas phase in a non-equilibrium geometry.

Structure (XYZ):
```
10
Properties=species:S:1:pos:R:3:forces:R:3
C 0.04138 0.90597 -0.73427 -0.9021 5.1264 -1.6724
C -0.49432 -0.40672 -0.89650 1.7738 -2.1892 0.1111
C 0.21810 -1.19228 -0.04606 -1.0092 -0.4012 1.2095
H -1.15596 -0.70175 -1.71290 0.3443 -0.0768 0.2950
H 0.14802 -2.25651 0.09842 -0.2174 -0.4022 -0.7734
N 1.06789 -0.75732 1.03671 -1.7716 2.1980 -0.6279
N 0.73446 0.26759 1.72197 1.3761 -1.1269 1.0099
N -0.43497 1.02067 1.60500 0.3977 -0.2052 -3.1792
N -0.68959 1.40521 0.42229 0.4230 -0.5730 2.1605
O 0.56498 1.71514 -1.49467 -0.4145 -2.3501 1.4670
```
Forces are in eV/Å.

Values from the calculation:
SMILES   O=c1ccnnnn1
Charge   0
Relative energy (zero: lowest compared OMol25 entry of this formula, charge and spin)   80.9 kcal per mole
Frontier orbital gap   0.32170 hartree
HOMO   -9.9 eV

***

(11)
DFT (wB97M-V/def2-TZVPD) results for 2 unconnected molecules or ions with the total composition C3H2NO4S2 in a non-equilibrium geometry.

Structure (XYZ):
```
12
Properties=species:S:1:pos:R:3:forces:R:3
C 0.83374 2.66503 -2.31227 -0.1662 1.1160 -0.8486
C 0.44835 -1.34313 -1.03380 1.0458 -1.4308 -2.6854
C -0.24867 -0.85611 -0.11156 -1.4667 3.3558 3.5855
N 1.42576 2.94615 -1.32894 0.7160 0.3077 1.3873
O 0.29751 2.69539 -3.34860 -0.6333 -0.7996 -0.8109
O 2.74000 3.11513 0.74771 1.5158 1.7539 1.0169
O 0.64770 1.87390 0.78195 0.8928 0.7723 -0.2811
O 2.53210 0.98134 -0.40282 1.0433 -0.8075 -0.2749
S 1.11643 -1.98132 -2.31844 -0.0346 0.2792 0.6142
S 1.93144 2.16930 0.10826 -3.4408 -2.1680 -0.1256
H -0.25619 0.27841 0.20140 0.5068 -1.7013 -1.1574
H -0.69219 -1.36581 0.73756 0.0211 -0.6778 -0.4200
```
Forces are in eV/Å.

Values from the calculation:
Charge   -1
Relative energy (zero: lowest compared OMol25 entry of this formula, charge and spin)   26.7 kcal per mole
Frontier orbital gap   0.30721 hartree
HOMO   -5.3 eV

***

(12)
DFT (wB97M-V/def2-TZVPD) results for C3H2NOP in the gas phase in a non-equilibrium geometry.

Structure (XYZ):
```
8
Properties=species:S:1:pos:R:3:forces:R:3
C 1.90720 0.21369 0.14930 -0.1293 0.0498 -0.1497
C 0.82662 0.72474 0.28063 -0.6412 -0.0306 -0.5697
P -0.84557 1.33235 0.33704 -0.0762 0.4378 0.8098
O -1.75172 -0.12905 0.50908 1.0520 -0.2328 -0.7391
C -1.17236 -1.20726 0.04760 -0.6908 -0.0216 0.8101
N -0.70181 -2.22957 -0.19772 0.0258 0.1152 -0.3489
H 2.82705 -0.26956 -0.08590 0.0785 0.0572 0.2362
H -1.08942 1.56466 -1.04004 0.3811 -0.3750 -0.0487
```
Forces are in eV/Å.

Values from the calculation:
SMILES   C#CPOC#N
Charge   0
Relative energy (zero: lowest compared OMol25 entry of this formula, charge and spin)   22.4 kcal per mole
Frontier orbital gap   0.36957 hartree
HOMO   -10.2 eV